Record 1
Computed, not measured: a molecular structure, FeN5O15 in a non-equilibrium geometry, with ωB97M-V with the def2-TZVPD basis set.

As for the relative energy (zero: lowest compared OMol25 entry of this formula, charge and spin): 1.822 eV. The lowest unoccupied orbital energy (spin up / spin down) is 4.94 / 5.01 eV. Its HOMO-LUMO gap (spin up / spin down) is 3.44 / 3.51 eV. Its largest force on an atom is 6.74 eV Å⁻¹.

```
! RIJCOSX wB97M-V def2-TZVPD def2/J DEFGRID3
* xyz -3 5
Fe -0.025 1.865 -2.299
N 1.665 -0.246 -2.936
O 2.528 -1.084 -3.001
O 0.447 -0.531 -3.279
O 1.857 1.006 -3.086
N 1.371 3.355 0.360
O 0.541 3.101 1.226
O 2.398 3.981 0.615
O 1.114 2.984 -0.822
N -1.852 -3.428 -0.178
O -2.207 -4.085 -1.211
O -2.577 -2.624 0.520
O -1.022 -4.074 0.514
N 0.239 -0.285 0.023
O 1.460 -0.019 -0.231
O -0.577 0.466 -0.572
O -0.167 -1.269 0.591
N -1.253 0.202 3.409
O -1.348 -0.149 4.602
O -2.004 -0.402 2.606
O -0.589 1.238 3.150
*
```

Record 2
Computed, not measured: a molecular structure, C34H36CsF6N7SSi, with ωB97M-V with the def2-TZVPD basis set.

As for the relative energy (zero: lowest compared OMol25 entry of this formula, charge and spin): 0.727 eV. The lowest unoccupied orbital energy is 3.51 eV. Its HOMO-LUMO gap is 5.58 eV. Its largest force on an atom is 0.36 eV Å⁻¹.

```
! RIJCOSX wB97M-V def2-TZVPD def2/J DEFGRID3
* xyz -2 1
Cs 0.869 1.856 -0.711
C -3.744 2.183 -1.960
N -3.172 1.639 -0.742
C -3.448 0.219 -0.512
C -2.881 -0.682 -1.583
C -3.694 -1.244 -2.556
C -3.106 -1.977 -3.580
C -1.731 -2.125 -3.591
C -0.995 -1.563 -2.552
N -1.560 -0.865 -1.568
C -3.554 2.440 0.404
C -2.816 2.082 1.674
C -3.496 1.986 2.879
C -2.775 1.731 4.040
C -1.409 1.562 3.953
C -0.813 1.649 2.699
N -1.496 1.916 1.589
C -2.966 1.897 -3.234
C -3.617 1.834 -4.462
C -2.868 1.627 -5.609
C -1.497 1.464 -5.495
C -0.937 1.541 -4.228
N -1.650 1.777 -3.128
H -3.761 3.272 -1.858
H -4.791 1.864 -2.102
H -4.535 0.041 -0.424
H -2.974 -0.052 0.432
H -4.767 -1.085 -2.529
H -3.720 -2.412 -4.360
H -1.222 -2.660 -4.382
H 0.086 -1.673 -2.512
H -4.639 2.377 0.608
H -3.320 3.481 0.170
H -4.572 2.108 2.908
H -3.284 1.656 4.993
H -0.799 1.335 4.818
H 0.256 1.478 2.595
H -4.697 1.930 -4.510
H -3.354 1.584 -6.578
H -0.869 1.272 -6.356
H 0.134 1.410 -4.092
C -2.002 -2.530 1.192
C -0.949 -2.336 2.258
C -1.010 -3.043 3.455
C -0.015 -2.780 4.401
C 0.970 -1.864 4.133
C 0.995 -1.169 2.872
N -0.007 -1.442 1.973
N 1.908 -0.267 2.528
Si 3.318 0.252 3.272
C 4.573 -1.107 3.688
C 4.166 1.392 2.047
C 3.061 1.280 4.849
H -2.384 -3.553 1.187
H -1.573 -2.292 0.219
H -2.846 -1.854 1.366
H -1.793 -3.768 3.642
H -0.022 -3.302 5.354
H 1.744 -1.642 4.860
H 4.787 -1.677 2.776
H 4.185 -1.814 4.430
H 5.520 -0.703 4.064
H 4.326 0.857 1.104
H 5.139 1.761 2.399
H 3.534 2.258 1.839
H 2.505 0.730 5.618
H 2.474 2.170 4.593
H 4.007 1.618 5.289
F 6.116 -3.689 -3.229
C 5.138 -2.833 -3.678
F 4.673 -3.392 -4.803
F 5.793 -1.703 -4.039
C 4.121 -2.589 -2.608
C 4.447 -2.985 -1.320
C 3.586 -2.732 -0.266
C 2.417 -2.048 -0.562
N 2.089 -1.642 -1.785
C 2.897 -1.889 -2.855
S 2.380 -1.331 -4.392
H 5.380 -3.501 -1.143
H 3.821 -3.031 0.747
H 1.715 -1.798 0.234
F 0.026 6.027 -1.291
C 1.231 5.294 -1.131
F 1.648 5.769 0.138
F 2.089 6.029 -1.974
*
```

Record 3
Computed, not measured: a molecular structure, C26H29N5O9Sr2 in a non-equilibrium geometry, with ωB97M-V with the def2-TZVPD basis set.

As for the relative energy (zero: lowest compared OMol25 entry of this formula, charge and spin): 2.313 eV. The lowest unoccupied orbital energy is -16.05 eV. Its HOMO-LUMO gap is 1.68 eV. Its largest force on an atom is 4.73 eV Å⁻¹.

```
! RIJCOSX wB97M-V def2-TZVPD def2/J DEFGRID3
* xyz 4 1
N -0.910 5.489 -0.059
H -1.469 5.689 -0.875
H -1.725 5.581 0.531
H -0.102 6.052 0.165
H -0.674 4.508 -0.109
Sr -3.891 3.157 -0.581
Sr -2.021 3.467 -3.744
C 0.264 1.387 0.422
C -0.545 1.468 -0.931
O -1.471 2.489 -1.086
H 0.953 0.547 0.515
H -0.366 1.373 1.311
H 0.842 2.254 0.741
H -1.168 0.581 -0.812
H 0.235 1.337 -1.681
C -0.610 -1.604 -3.647
C -1.871 -1.241 -3.269
C -2.706 -2.225 -2.727
C -2.233 -3.538 -2.606
C -0.924 -3.871 -2.995
C -0.141 -2.846 -3.479
N -3.119 -4.670 -2.100
O -4.387 -4.626 -2.050
O -2.612 -5.765 -1.922
H -0.004 -0.782 -3.996
H -2.211 -0.232 -3.451
H -3.628 -1.955 -2.234
H -0.464 -4.832 -2.818
H 0.843 -3.173 -3.780
C 0.972 3.814 3.213
C 2.226 4.427 3.507
C 3.148 3.737 4.271
C 2.786 2.522 4.908
C 1.455 1.993 4.685
C 0.604 2.541 3.721
N 3.717 1.897 5.869
O 3.317 0.878 6.353
O 4.842 2.291 5.778
H 0.247 4.368 2.635
H 2.504 5.376 3.072
H 4.136 4.145 4.429
H 1.129 1.091 5.182
H -0.424 2.232 3.601
C -2.313 -3.389 1.240
C -3.673 -3.797 1.056
C -4.548 -2.761 0.728
C -4.162 -1.400 0.798
C -2.834 -1.064 1.264
C -1.902 -2.060 1.234
N -5.106 -0.309 0.495
O -4.684 0.833 0.620
O -6.250 -0.545 0.056
H -1.540 -4.103 1.482
H -4.022 -4.819 1.070
H -5.591 -3.002 0.585
H -2.476 -0.056 1.417
H -0.854 -1.957 1.475
C 3.589 -3.025 -1.517
C 4.784 -2.726 -2.054
C 5.110 -1.365 -2.444
C 4.210 -0.362 -2.155
C 2.975 -0.713 -1.603
C 2.608 -2.018 -1.301
N 4.473 1.076 -2.467
O 3.466 1.827 -2.534
O 5.614 1.478 -2.777
H 3.201 -4.015 -1.328
H 5.365 -3.595 -2.328
H 6.094 -1.215 -2.864
H 2.202 0.002 -1.364
H 1.713 -2.246 -0.741
*
```

Record 4
Computed, not measured: a molecular structure, C11H25BeN5O8 in a non-equilibrium geometry, with ωB97M-V with the def2-TZVPD basis set.

The lowest unoccupied orbital energy (spin up / spin down) is -0.87 / -0.87 eV. Its HOMO-LUMO gap (spin up / spin down) is 4.87 / 4.88 eV. Its largest force on an atom is 3.86 eV Å⁻¹.

```
! RIJCOSX wB97M-V def2-TZVPD def2/J DEFGRID3
* xyz 0 1
O -0.493 0.486 -2.861
H -0.890 0.580 -3.753
Be 0.151 -0.038 0.085
N -0.152 1.681 0.766
N 1.289 0.859 -1.018
N -1.301 -0.712 0.932
N -0.193 -1.446 -1.013
O -0.907 2.020 1.778
O -1.691 -0.277 2.136
O 0.606 -1.827 -2.026
O 2.064 0.266 -1.851
C 1.491 2.163 -0.760
C 0.702 2.625 0.318
C -1.832 -1.859 0.497
C -1.192 -2.277 -0.708
C 0.830 3.920 1.024
H 1.306 3.754 2.000
H -0.156 4.374 1.185
H 1.457 4.611 0.452
C 2.485 2.944 -1.531
H 2.201 2.962 -2.591
H 3.478 2.487 -1.439
H 2.527 3.974 -1.162
C -2.839 -2.655 1.243
C -1.563 -3.476 -1.499
H -3.491 -2.004 1.834
H -2.339 -3.357 1.925
H -3.453 -3.250 0.559
H -1.008 -3.497 -2.441
H -2.639 -3.482 -1.722
H -1.340 -4.392 -0.937
H -1.387 0.785 2.104
H 1.237 -1.000 -2.116
C -1.511 0.838 -1.848
H -1.051 1.471 -1.087
H -1.956 -0.061 -1.414
H -2.346 1.423 -2.269
O -4.027 2.339 -1.291
H -4.500 1.662 -0.768
H -3.670 2.954 -0.623
N 2.471 -2.650 2.066
C 3.202 -1.357 2.192
C 2.265 -0.279 1.707
O 2.441 0.906 2.000
O 1.306 -0.794 0.976
H 1.946 -2.821 2.932
H 3.105 -3.440 1.940
H 1.794 -2.567 1.280
H 3.477 -1.179 3.227
H 4.098 -1.389 1.570
*
```

Record 5
Computed, not measured: 4 unconnected molecules or ions with the total composition C4H18N2O3 in a non-equilibrium geometry, with ωB97M-V with the def2-TZVPD basis set.

As for the relative energy (zero: lowest compared OMol25 entry of this formula, charge and spin): 1.816 eV. The lowest unoccupied orbital energy (spin up / spin down) is -13.03 / -17.40 eV. Its HOMO-LUMO gap (spin up / spin down) is 8.51 / 3.89 eV. Its largest force on an atom is 5.78 eV Å⁻¹.

```
! RIJCOSX wB97M-V def2-TZVPD def2/J DEFGRID3
* xyz 3 2
C 0.956 -0.959 0.676
C 0.319 0.343 0.270
C 0.919 0.581 -1.142
C 2.124 1.038 -1.407
N -0.027 0.493 -2.257
N 0.483 -1.163 2.085
H 0.817 -1.964 0.213
H 2.131 -0.788 0.873
H -0.812 0.359 0.368
H 0.598 1.286 0.939
H 2.650 0.927 -2.391
H 2.740 1.526 -0.597
H -0.389 1.379 -2.471
H -0.897 -0.059 -1.996
H 0.212 0.073 -3.130
H -0.569 -0.942 2.252
H 0.695 -2.090 2.521
H 1.017 -0.514 2.755
H -1.612 -2.043 -3.343
H -1.037 -2.711 -2.201
O -0.989 -1.883 -2.583
H 0.558 3.550 2.167
H -0.720 3.969 1.587
O -0.212 3.091 1.794
H -3.268 -1.754 2.106
H -3.010 -0.459 1.352
O -2.680 -1.287 1.556
*
```

Record 6
Computed, not measured: C13H14N2O3S3 in the gas phase in a non-equilibrium geometry, with ωB97M-V with the def2-TZVPD basis set.

As for the relative energy (zero: lowest compared OMol25 entry of this formula, charge and spin): 11.926 eV. The lowest unoccupied orbital energy is -0.19 eV. Its HOMO-LUMO gap is 8.01 eV. Its largest force on an atom is 17.02 eV Å⁻¹.

```
! RIJCOSX wB97M-V def2-TZVPD def2/J DEFGRID3
* xyz 0 1
C 1.478 -5.769 1.268
O 1.442 -5.162 0.173
C 0.006 -5.403 -0.355
O -0.977 -6.043 0.261
C -0.032 -4.673 -1.821
S 1.119 -3.531 -2.430
C 1.069 -2.398 -1.066
N 1.873 -1.276 -0.645
N 1.418 -0.505 0.107
C 0.551 -0.872 0.871
S -0.321 -0.173 2.286
C 0.735 1.495 2.360
C 0.186 2.352 1.216
C 0.919 2.631 -0.190
C 0.256 3.314 -1.084
C -0.684 4.082 -0.793
O -1.203 5.000 -1.830
C -2.341 5.709 -1.434
C -1.549 3.855 0.355
C -0.951 3.131 1.291
S -0.335 -2.382 0.316
H 2.594 -5.438 1.481
H 1.394 -6.720 1.130
H 0.947 -5.317 2.067
H -1.036 -4.233 -1.852
H -0.111 -5.397 -2.526
H 1.783 1.196 1.959
H 0.718 1.856 3.327
H 1.893 1.923 -0.272
H 0.886 3.478 -2.118
H -3.218 5.122 -1.598
H -2.582 6.155 -2.506
H -2.299 6.430 -0.750
H -2.072 4.597 0.488
H -1.555 2.965 2.314
*
```